Entry 1:
# C4H5NO2

A structure of composition C4H5NO2 (ωB97M-V with the def2-TZVPD basis set, OMol25).

## Properties
M (g/mol): 99.1
ΔE to the lowest compared entry with this formula, charge and spin (eV): 1.9219
HOMO (eV): -9.64
Gap between HOMO and LUMO (eV): 10.56
E_LUMO (hartree): 0.034

The geometry in XYZ format:
```
12
Properties=species:S:1:pos:R:3:forces:R:3:nbo_charge:R:1
N 0.509044 1.306548 0.928480 0.150 0.023 0.010 -0.81
C 0.177032 0.235345 0.072035 0.066 0.033 0.028 -0.03
C -1.231262 0.120755 -0.493902 -0.104 0.011 -0.124 -0.41
C -0.662802 -1.036035 0.213474 -0.276 -0.038 0.269 0.08
O 0.224031 -1.762667 -0.664505 0.067 -0.095 0.011 -0.50
C 1.122160 -0.710107 -0.607823 0.625 0.089 -0.160 0.77
O 2.291991 -0.739960 -0.838299 -0.641 0.081 -0.075 -0.54
H 0.532489 2.174902 0.402589 -0.020 -0.091 0.140 0.37
H 1.421572 1.176568 1.352165 -0.097 -0.032 0.013 0.38
H -1.918624 0.706708 0.114543 0.084 -0.062 -0.179 0.24
H -1.439265 0.096974 -1.560171 0.124 -0.086 0.128 0.23
H -1.026362 -1.569033 1.081418 0.023 0.166 -0.061 0.22
```
Forces are in eV/Å.

Entry 2:
# C5H9N3S2

A cluster of 2 separate species, C5H9N3S2 in total in a non-equilibrium geometry (ωB97M-V with the def2-TZVPD basis set, OMol25).

## Properties
M (g/mol): 175.3
ΔE to the lowest compared entry with this formula, charge and spin (eV): 0.8253
HOMO (spin up / spin down) (eV): -7.79 / -7.26
Gap between HOMO and LUMO (spin up / spin down) (eV): 7.00 / 6.24
E_LUMO (spin up / spin down) (hartree): -0.029 / -0.037

The geometry in XYZ format:
```
19
Properties=species:S:1:pos:R:3:forces:R:3:nbo_charge:R:1
C -1.776986 1.426850 -0.972541 -2.540 2.398 0.445 0.17
C -1.195607 -0.348514 -1.909748 2.964 -0.396 0.320 0.24
C -0.602911 -1.933024 1.844965 -1.188 -2.181 -0.542 -0.75
C 1.926557 1.742870 0.654449 1.354 -1.090 1.262 -0.76
C 1.042058 -0.424329 -0.799208 -1.012 -2.824 -0.208 -0.13
N -2.205302 0.421276 -1.798371 -0.966 0.309 -0.218 -0.46
N -0.542644 1.345134 -0.586475 -1.141 0.404 0.465 -0.30
N -0.134997 0.210721 -1.135944 0.234 -1.490 -1.377 -0.26
S 0.093823 -2.647856 0.331415 0.276 0.958 -0.445 -0.25
S 2.290882 0.004499 0.231168 0.479 0.781 0.314 0.41
H -2.500487 2.303095 -0.666421 1.838 -1.981 -0.687 0.22
H -0.953956 -1.249480 -2.520115 -0.796 0.833 0.754 0.23
H -1.707085 -2.018666 1.832622 0.532 0.215 -0.054 0.21
H -0.330689 -0.936572 1.991081 0.614 1.734 0.233 0.20
H -0.248703 -2.553893 2.654892 0.130 0.120 0.436 0.22
H 2.117045 1.763004 1.755201 0.158 0.554 -1.013 0.23
H 0.887938 1.820090 0.477109 -0.592 0.778 0.009 0.27
H 2.551291 2.373240 0.019172 -0.177 0.158 0.462 0.23
H 1.289773 -1.298446 -1.403253 -0.165 0.720 -0.157 0.26
```
Forces are in eV/Å.

Entry 3:
# C2H3N3OS

The molecule C2H3N3OS in a non-equilibrium geometry (ωB97M-V with the def2-TZVPD basis set, OMol25).

## Properties
M (g/mol): 117.1
ΔE to the lowest compared entry with this formula, charge and spin (eV): 1.5952
Spin multiplicity: 3
<S²>: 2.027
HOMO (spin up / spin down) (eV): -5.73 / -9.25
Gap between HOMO and LUMO (spin up / spin down) (eV): 6.21 / 8.00
E_LUMO (spin up / spin down) (hartree): 0.018 / -0.046

The geometry in XYZ format:
```
10
Properties=species:S:1:pos:R:3:forces:R:3:nbo_charge:R:1
C -0.415822 1.468578 0.059002 -2.722 6.449 0.814 0.12
C -2.418375 0.416769 -0.036503 -1.117 1.789 0.037 0.10
N -1.785880 1.501262 0.035199 2.680 -0.246 0.188 -0.47
N 0.109675 0.270370 -0.078609 2.742 -3.088 -0.321 -0.46
N -0.738149 -0.737664 -0.123476 0.242 -1.972 -0.523 0.09
O -0.008160 -1.922806 0.112371 -0.589 1.521 0.068 -0.54
S -3.764776 -0.358790 0.031470 -1.038 -1.114 0.076 0.04
H 0.172300 2.472150 0.230999 -1.151 -2.657 -0.473 0.23
H 1.054005 -0.009350 -0.008258 1.129 0.275 0.151 0.41
H -0.680042 -2.524949 -0.199176 -0.176 -0.957 -0.017 0.49
```
Forces are in eV/Å.

Entry 4:
# C4H10N4O2

The ion C4H10N4O2 with charge +2 in a non-equilibrium geometry (ωB97M-V with the def2-TZVPD basis set, OMol25).

## Properties
SMILES: [NH3+]C1=C([NH3+])C(O)(O)N=CN1
M (g/mol): 146.2
Charge: +2
ΔE to the lowest compared entry with this formula, charge and spin (eV): 2.1740
HOMO (spin up / spin down) (eV): -17.27 / -17.27
Gap between HOMO and LUMO (spin up / spin down) (eV): 8.78 / 8.77
E_LUMO (spin up / spin down) (hartree): -0.312 / -0.312

The geometry in XYZ format:
```
20
Properties=species:S:1:pos:R:3:forces:R:3:nbo_charge:R:1
C -0.369291 -2.185384 0.232434 -0.014 -1.711 1.096 0.29
C -0.094872 0.608765 0.132168 4.570 -5.711 0.531 -0.01
C 1.115402 -0.390674 0.279361 -6.320 6.571 -0.856 0.37
C -1.472561 -0.082731 0.055694 0.077 -0.117 0.245 0.57
N -1.413629 -1.534728 0.071765 -0.685 1.057 -0.622 -0.38
N 0.887616 -1.639992 0.553355 2.678 -1.853 0.166 -0.56
N -0.024926 1.791610 -0.698999 -0.152 1.147 0.761 -0.74
N 2.392385 0.266784 0.294093 1.396 0.207 1.375 -0.70
O -2.133184 0.417567 1.161509 -0.441 0.159 -0.067 -0.70
O -2.012690 0.311779 -1.205556 -1.986 -0.828 0.263 -0.76
H -0.364703 -3.289531 0.282013 -0.108 0.640 -0.194 0.24
H 1.711312 -2.277041 0.739324 -1.549 0.687 -0.138 0.46
H -0.958902 1.573482 -1.180327 0.733 0.520 -1.637 0.51
H 0.888902 1.971495 -1.184156 -1.730 -0.284 -0.452 0.43
H -0.245440 2.682129 -0.207345 0.271 -0.495 0.219 0.46
H 2.360906 1.075101 -0.314082 0.263 0.100 -0.638 0.44
H 3.195527 -0.322964 0.011914 -0.109 0.183 0.117 0.48
H 2.599750 0.735588 1.221009 -0.038 -0.991 -0.541 0.49
H -3.112864 0.390968 1.163243 0.560 -0.370 -0.288 0.52
H -2.948747 -0.102224 -1.407409 2.583 1.089 0.659 0.56
```
Forces are in eV/Å.

Entry 5:
# C2H19NO8

A cluster of 8 separate species, C2H19NO8 in total in a non-equilibrium geometry (ωB97M-V with the def2-TZVPD basis set, OMol25).

## Properties
SMILES: NCC=O.O.O.O.O.O.O.O
M (g/mol): 185.2
HOMO (eV): -10.25
Gap between HOMO and LUMO (eV): 10.19
E_LUMO (hartree): -0.002

The geometry in XYZ format:
```
30
Properties=species:S:1:pos:R:3:forces:R:3:nbo_charge:R:1
O -0.536495 3.099842 -0.535723 -2.009 -2.702 -0.661 -0.58
C -1.134934 2.099971 -1.011274 2.535 3.585 -1.266 0.45
C -1.744568 0.981299 -0.298912 -1.149 -2.462 1.523 -0.38
N -2.839166 0.313106 -1.153829 2.527 1.202 -0.187 -0.79
H -1.106369 2.112175 -2.165707 -0.436 -0.627 1.435 0.15
H -0.928674 0.236112 0.148289 -1.354 1.711 -1.431 0.26
H -2.264222 1.272141 0.642356 0.514 0.341 -0.708 0.23
H -2.302458 -0.097711 -1.918635 -0.156 0.396 -0.535 0.34
H -3.009047 -0.523914 -0.666408 -0.954 -1.176 1.170 0.34
H -0.915074 0.633598 2.681943 -0.332 -0.153 0.376 0.47
H 0.226728 1.608645 2.242276 -0.678 -1.998 -0.703 0.52
O -0.165210 0.651811 2.091493 1.202 1.963 0.583 -1.01
H -0.137533 3.465376 1.194598 1.466 -0.531 0.834 0.51
H 1.395379 3.390883 1.336742 0.730 0.093 -0.507 0.48
O 0.610571 3.271557 1.850579 -1.943 0.362 0.024 -0.98
H 0.132248 -2.924082 1.947146 -0.561 0.040 -0.404 0.51
H -0.217554 -1.468378 1.778706 0.324 0.955 0.403 0.48
O -0.633371 -2.322572 1.849820 -0.094 -0.256 0.322 -0.98
H 2.450890 0.557353 -2.977025 0.588 -0.354 -1.628 0.45
H 1.983620 0.821387 -1.707915 -0.993 0.651 0.508 0.46
O 1.734732 1.060028 -2.616996 0.248 -0.248 1.162 -0.92
H -1.708781 -2.459059 -1.250043 -0.289 -0.314 -0.340 0.47
H -0.940257 -1.939174 -0.078648 0.099 -0.073 1.070 0.50
O -0.815068 -2.325041 -0.942119 0.232 0.012 -0.889 -0.96
H 3.064332 -0.736437 -0.656635 -0.308 -1.214 -0.391 0.46
H 3.671200 0.494392 -0.362626 3.915 4.175 -1.958 0.45
O 3.116288 -0.073516 0.014074 -3.514 -3.001 2.306 -0.90
H 0.316379 -3.579072 -0.202186 1.089 -1.077 2.133 0.51
H 1.763194 -3.651953 0.218666 1.084 0.024 0.011 0.46
O 0.933221 -3.968757 0.547999 -1.783 0.676 -2.252 -0.98
```
Forces are in eV/Å.

Entry 6:
# C7H21N5O3P

A cluster of 2 separate species, C7H21N5O3P in total in a non-equilibrium geometry (ωB97M-V with the def2-TZVPD basis set, OMol25).

## Properties
M (g/mol): 254.3
Charge: +1
HOMO (eV): -12.41
Gap between HOMO and LUMO (eV): 6.73
E_LUMO (hartree): -0.209

The geometry in XYZ format:
```
37
Properties=species:S:1:pos:R:3:forces:R:3:nbo_charge:R:1
N 4.423191 0.003877 1.453021 -0.357 -2.255 0.172 -1.23
P 4.987204 -1.452975 1.140693 0.410 3.784 0.131 1.39
N 3.959645 -2.808169 1.632213 -2.962 2.289 -1.634 -0.81
C 2.677891 -2.802560 1.046843 0.475 -0.352 0.511 0.85
N 1.818774 -3.793165 1.450802 -0.081 -0.924 0.295 -0.95
N 2.223583 -1.890733 0.033807 1.625 -2.107 0.835 -0.65
C 1.248878 -0.880281 0.560718 -1.789 1.488 -0.428 -0.24
C -0.254502 -1.390942 0.673439 -0.458 1.102 0.969 -0.26
N -0.537885 -2.005609 2.021534 0.440 0.106 -0.835 -0.89
H 3.496061 -0.114790 1.875487 0.398 0.724 -0.074 0.35
H 6.222099 -1.605157 1.867460 -0.621 -0.892 -0.663 -0.01
H 5.267691 -1.535825 -0.271895 -0.065 -0.964 0.864 -0.01
H 3.934282 -2.933331 2.653473 0.182 -0.925 -0.452 0.46
H 1.638332 -4.616375 0.865710 0.029 0.803 0.180 0.45
H 1.318391 -3.761129 2.344655 0.504 0.170 -0.448 0.47
H 1.677908 -2.482053 -0.618338 0.292 0.445 0.403 0.40
H 1.235887 -0.033435 -0.203301 0.316 -1.105 1.016 0.25
H 1.518544 -0.429610 1.556150 0.045 -0.696 -1.073 0.22
H -0.596975 -2.041319 -0.182700 0.590 0.579 0.910 0.21
H -0.901078 -0.448488 0.650475 0.975 -1.082 -0.542 0.22
H -0.927795 -1.284402 2.638306 -0.021 -0.727 -0.368 0.38
H -1.171779 -2.800968 1.932915 0.034 0.573 0.203 0.38
C -4.650922 4.225093 -1.295495 0.154 -0.020 -0.323 -0.64
C -3.981303 3.292897 -0.304134 -0.354 0.637 0.181 -0.07
O -3.476835 2.116312 -0.953957 0.387 -0.272 -0.010 -0.50
C -2.344054 2.280260 -1.644598 -0.405 0.188 -0.045 0.98
O -1.721326 3.303583 -1.759375 0.043 -0.277 0.079 -0.63
O -2.030355 1.105291 -2.214615 0.049 -0.004 0.218 -0.51
C -0.890313 1.166784 -3.071034 0.265 -0.073 -0.246 -0.26
H -5.421698 3.695204 -1.859131 -0.059 0.014 0.164 0.22
H -5.105117 5.072740 -0.780687 0.002 -0.075 0.023 0.22
H -3.933806 4.611146 -2.022651 0.010 0.020 0.159 0.23
H -4.716901 2.953351 0.426752 0.139 -0.284 -0.138 0.19
H -3.184556 3.796688 0.249017 0.069 -0.096 -0.209 0.19
H -0.028029 1.590877 -2.553798 -0.135 0.147 -0.064 0.19
H -1.126263 1.748556 -3.963332 0.129 0.068 0.126 0.20
H -0.646865 0.148656 -3.374429 -0.254 -0.003 0.114 0.19
```
Forces are in eV/Å.